The following is a DFT calculation (ωB97M-V/def2-TZVPD) of a gas-phase ion, C4H8NO3S (charge -1) in a non-equilibrium geometry.

## Properties
Net charge   -1
Energy   -835.85843 Ha
Largest force on an atom   3.97 eV/A
Relative energy (zero: lowest compared OMol25 entry of this formula, charge and spin)   51.1 kcal per mole
Frontier orbital gap   7.574 eV
HOMO   -3.84 eV
LUMO level   0.1372 Ha

Positions of all 17 atoms, in Å:
C 0.2652 0.0165 -0.0109
H 2.1096 1.0232 -0.5212
H 0.1045 -1.9554 -0.4776
H 0.8564 1.2483 1.6230
C 1.1612 -1.0411 0.5518
H -0.8741 -0.5212 -1.7072
H -0.5971 1.9837 0.7031
O -3.3412 -1.1666 0.0430
H 0.9097 -1.1796 1.6256
H 0.6921 1.5510 -1.4398
S -2.3140 -0.1362 0.2981
C 0.2774 1.3980 0.6636
C 1.0156 1.1396 -0.5938
O -2.5849 1.1844 -0.2507
O 0.9584 -2.2586 -0.1885
H 2.1948 -0.7078 0.3724
N -0.8337 -0.5781 -0.6909

***

The following is a DFT calculation (ωB97M-V/def2-TZVPD) of C8H12O in the gas phase in a non-equilibrium geometry.

## Properties
SMILES   C=C1O[C@@]1(C)C1(C)CC1
Energy   -387.10347 Ha
Largest force on an atom   4.31 eV/A
Relative energy (zero: lowest compared OMol25 entry of this formula, charge and spin)   100.1 kcal per mole
Frontier orbital gap   10.564 eV
HOMO   -9.64 eV
LUMO level   0.0340 Ha

Positions of all 21 atoms, in Å:
H 0.9821 1.0434 -2.4846
H 3.1265 0.1970 0.4266
C 1.6101 0.7553 0.0486
H -1.8570 -1.3579 -1.2519
H -0.6481 1.3692 -1.8595
O 1.7026 -0.7674 -0.6227
C 0.5388 0.0461 -0.6236
H 2.7345 2.1426 1.2318
C -0.6157 -0.4219 0.2516
H -2.0693 -1.9993 0.3771
C 2.5927 1.2236 0.7016
C -1.4026 0.6212 0.9965
H -2.4731 0.4901 1.0793
C 0.1226 0.6071 -1.9784
C -0.5000 -0.3250 1.7458
H -0.9573 -1.1107 2.3311
H -1.0898 1.6546 0.9166
H -0.6110 -2.4060 -0.5508
C -1.3337 -1.6200 -0.3314
H -0.2592 -0.2120 -2.5846
H 0.4069 0.0699 2.1807

***

The following is a DFT calculation (ωB97M-V/def2-TZVPD) of C5H8O2 in the gas phase.

## Properties
Energy   -345.66589 Ha
Largest force on an atom   0.41 eV/A
Relative energy (zero: lowest compared OMol25 entry of this formula, charge and spin)   87.3 kcal per mole
Frontier orbital gap   8.866 eV
HOMO   -8.36 eV
LUMO level   0.0188 Ha

Positions of all 15 atoms, in Å:
H 0.3898 0.8273 -2.6720
O -0.3196 -0.3715 2.4271
H -0.4524 -2.0784 1.0839
O -1.6492 1.5501 -0.6567
C 0.6252 0.9403 -1.6100
H -1.0659 0.1508 2.7780
H -1.8644 -0.9261 0.9772
C -0.7786 -1.0457 0.9724
H 2.1299 -0.2984 -0.4766
H 0.2070 0.2493 1.6211
C -0.6054 0.9286 -0.6824
C 1.1145 -0.3483 -0.8823
C -0.0340 -0.1541 0.1149
H 1.2668 1.8184 -1.4795
H 1.0363 -1.2424 -1.5151

***

The following is a DFT calculation (ωB97M-V/def2-TZVPD) of 7 unconnected molecules or ions with the total composition C5H26N2O6 in a non-equilibrium geometry.

## Properties
SMILES   CCCNCCN.O.O.O.O.O.O
Energy   -766.93362 Ha
Largest force on an atom   6.44 eV/A
Relative energy (zero: lowest compared OMol25 entry of this formula, charge and spin)   85.1 kcal per mole
Frontier orbital gap   8.422 eV
HOMO   -8.15 eV
LUMO level   0.0099 Ha

Positions of all 39 atoms, in Å:
H 2.3742 -0.7163 -1.5413
H -2.5828 0.9781 0.9394
C -2.5357 -0.1114 0.8829
H 1.7028 -3.5752 0.9002
H -3.1559 1.7036 -1.0534
H -1.5473 3.2013 -0.4839
H -0.9760 1.6460 0.5701
H 1.1123 2.0031 1.3131
H 2.7089 0.6569 2.6371
H 1.6755 0.9968 0.2208
C -2.6318 0.8497 -1.4957
O 1.6011 -1.8486 2.7924
H 0.8485 3.7554 -0.4950
C -0.8835 2.2296 -0.4622
H 2.2797 0.5710 -3.0123
H -2.9671 0.7290 -2.5971
H 0.7256 -3.5003 1.9851
H -3.3166 -0.6169 1.5128
N -1.2023 1.2581 -1.4267
H -1.5649 -0.4417 1.0990
C -2.8513 -0.4416 -0.5821
C 0.5603 2.6817 -0.6347
O 1.5363 0.0446 -2.9499
H -3.7520 -0.9408 -0.7447
O 0.7917 -3.8173 1.1334
H -0.1437 -2.9601 -0.1867
H 1.9069 -1.6946 -0.5123
H 1.1198 0.4270 -2.1045
H 1.6081 0.9645 3.5976
H 1.3897 -0.9676 2.4256
O 1.7448 0.6727 2.7442
H 0.9074 2.6346 -1.6149
H 2.4896 -2.0371 2.5967
H -0.2935 -2.3083 -1.7371
O -0.0263 -2.1444 -0.8217
N 1.4552 2.0248 0.3788
H -2.0918 -1.1074 -0.9128
O 2.6041 -1.2640 -0.8276
H -0.6204 0.4649 -1.5326

***

The following is a DFT calculation (ωB97M-V/def2-TZVPD) of a molecular structure, C36H32BaN2O2.

## Properties
Energy   -1676.59471 Ha
Largest force on an atom   0.58 eV/A
Relative energy (zero: lowest compared OMol25 entry of this formula, charge and spin)   2.6 kcal per mole
Frontier orbital gap   8.039 eV
HOMO   -7.99 eV
LUMO level   0.0017 Ha

Positions of all 73 atoms, in Å:
H -2.8233 0.9465 -4.3715
Ba -1.1651 -0.6466 1.1811
C 4.4716 -1.4020 3.0181
H -3.4165 3.3721 5.1601
H 1.7743 -3.1415 1.5350
C 2.2834 -2.5129 -2.7362
C -2.1605 -0.6150 -2.0892
H -6.6021 -0.8654 -5.2068
C -4.4008 -1.5424 -2.7230
H -0.0448 3.4495 -1.1109
C -4.7217 0.1234 -4.9004
H 3.5299 2.0494 -1.2237
C 1.7518 -2.2652 -0.4084
H -1.5037 -2.2559 -3.3941
N 0.4458 -2.0860 -0.6854
C 4.7945 -2.1734 5.2731
C 3.0719 2.8997 0.6877
C -0.4530 0.5580 -3.6111
C 3.4203 -2.2521 5.4329
H 2.5599 3.4320 2.7086
H -1.9956 -2.7167 -1.7792
C -1.2124 0.5454 -2.4410
C -5.7081 -0.8002 -4.5997
C -5.5431 -1.6345 -3.4997
C -2.9896 2.4153 3.3687
H -6.3128 -2.3518 -3.2419
C 2.6845 -2.4973 -1.4181
O 0.8243 -1.0423 2.4706
C -3.3889 -0.6319 -3.0281
C 0.4448 1.5784 -3.8797
C -0.1528 2.6391 -1.8212
H 1.0226 1.5553 -4.7957
H 6.3922 -1.6698 3.9301
C 2.6639 2.6264 1.9916
H 3.0813 -0.2438 -0.5332
C -1.4118 -1.9846 -2.3414
H 4.8871 -1.0489 2.0795
H 2.9958 -2.6893 -3.5323
C 2.9495 0.5447 0.1913
H 5.4555 -2.4391 6.0884
C 2.2702 -2.3187 1.0115
H -5.6218 2.7019 4.1295
H 3.0052 -2.5807 6.3781
C 2.5284 0.2595 1.4832
C 2.3963 1.3266 2.3779
H 0.5884 -2.3265 -4.0336
H 1.3178 3.4155 -3.1796
H -3.1034 4.4408 3.8016
C -5.1136 3.6137 3.8210
H 3.7210 -2.6579 -1.1531
C 0.9478 -2.3085 -3.0143
H -1.6783 1.6651 -0.6766
H -5.3042 3.7707 2.7609
H -5.5329 4.4497 4.3772
C 3.0892 -1.4843 3.1700
C -3.5709 0.2059 -4.1215
C 0.6084 2.6231 -2.9778
C -1.0562 1.6125 -1.5633
O -2.5846 -0.5482 -0.7906
C 3.2154 1.8549 -0.2057
H -4.8465 0.7915 -5.7440
C 5.3193 -1.7438 4.0591
H 1.4964 -1.9459 4.4879
H 3.3241 -2.5906 0.9474
C 0.0463 -2.1055 -1.9751
C 2.1184 -1.1294 2.0199
H 3.2787 3.9169 0.3794
H 2.0727 1.1119 3.3893
H -0.5724 -0.2416 -4.3325
N -2.5273 1.5418 2.7881
C 2.5726 -1.9064 4.3852
C -3.6100 3.5217 4.0975
H -4.2925 -2.1623 -1.8419

***

The following is a DFT calculation (ωB97M-V/def2-TZVPD) of 4 unconnected molecules or ions with the total composition C4H14O4 in a non-equilibrium geometry.

## Properties
Net charge   -1
<S²>   0.752
Energy   -461.65833 Ha
Largest force on an atom   6.87 eV/A
Relative energy (zero: lowest compared OMol25 entry of this formula, charge and spin)   47.0 kcal per mole
2S+1   2
Frontier orbital gap (alpha / beta)   3.005 / 7.829 eV
HOMO (alpha / beta)   0.66 / -4.35 eV
LUMO level (alpha / beta)   0.1347 / 0.1280 Ha

Positions of all 22 atoms, in Å:
H 0.2923 -2.8875 -1.1783
H 0.8200 2.0206 -1.7865
H -0.0324 -0.6030 -0.5405
H 1.0002 3.6113 -1.5541
O 1.3045 2.8745 -1.9304
O 2.8467 1.9710 0.0898
H -1.5807 -0.8090 1.6340
H -1.1785 -3.4433 -0.5526
O -1.3479 1.7179 -0.2341
C -1.7805 -0.5665 0.5261
C -0.4445 -2.7173 -0.3141
C -1.5976 0.9893 0.6891
H -1.8665 1.3766 1.6801
H 2.4178 2.3853 -0.6338
H -2.9449 -0.5237 0.3321
H 3.8163 2.0299 -0.3018
C -0.9860 -1.2449 -0.5195
H -1.2987 -1.0674 -1.5768
O 0.8754 -1.1095 1.7915
H 0.9611 -0.5758 2.5791
H 0.0580 -2.9375 0.6307
H 0.6659 -0.4910 1.1701